1.
The following is a DFT calculation (ωB97M-V with the def2-TZVPD basis set) of C25H75HfN6O10 as an isolated structure in a non-equilibrium geometry.

Last column: Mulliken charge in e.
Atoms and positions in Å:
Hf (-4.53408, 1.02813, 0.66921)  1.3356
C (-0.93982, -0.13645, 0.65475)  -0.5291
O (-2.31377, 0.08759, 0.69064)  -0.1241
H (-0.35811, 0.25045, 1.49142)  0.4893
H (-0.68887, -1.19447, 0.57917)  0.3560
H (-0.53304, 0.45679, -0.16421)  -0.0438
O (-3.95572, 0.62838, 3.02970)  -0.3848
H (-3.34739, 1.20461, 3.49243)  0.2935
H (-4.24989, 0.00611, 3.69489)  0.3832
O (-3.33254, 2.23417, -1.13938)  -0.3863
H (-2.39961, 2.44356, -1.18428)  0.4698
H (-3.70879, 2.64678, -1.91683)  0.2765
O (-4.49565, -0.30867, -1.29365)  -0.5616
H (-5.13704, -0.86003, -1.74180)  0.2988
H (-3.78216, -0.20967, -1.92402)  0.5407
C (2.45138, -0.43150, -1.36882)  -0.9256
C (3.74469, 0.24665, -0.89696)  0.1033
C (4.47637, -0.68198, 0.08284)  -0.5890
O (5.73579, -0.08648, 0.50071)  -0.3630
C (6.47429, -0.96928, 1.37453)  -0.8036
N (4.51115, 0.33581, -2.11360)  -0.5747
H (2.71520, -1.45386, -1.63951)  0.3117
H (2.04093, 0.08449, -2.23679)  0.3666
H (1.71637, -0.54466, -0.57191)  -0.0333
H (3.57106, 1.20075, -0.39932)  0.3731
H (4.61527, -1.65177, -0.39497)  0.4012
H (3.85365, -0.93187, 0.94183)  0.3727
H (7.21749, -0.40301, 1.93585)  0.2516
H (6.94531, -1.64131, 0.65716)  0.3762
H (5.80727, -1.60150, 1.96061)  0.3100
H (4.67109, -0.58598, -2.49416)  0.3001
H (5.38897, 0.75886, -1.84797)  0.3380
C (2.92520, 0.77784, 5.67496)  -1.6126
C (2.75782, 0.36505, 4.23589)  0.2552
C (2.29310, 1.47415, 3.34016)  -0.3365
O (1.05101, 2.10118, 3.68065)  -0.4372
C (0.64336, 3.15560, 2.77002)  -0.4342
N (4.09173, 0.01192, 3.75791)  -0.3089
H (3.72783, 1.47178, 5.92462)  0.3670
H (3.20361, 0.00159, 6.38772)  0.4638
H (1.93367, 1.08868, 6.00413)  0.3568
H (2.12212, -0.51878, 4.18265)  0.1008
H (2.25865, 1.13373, 2.30526)  0.1663
H (2.98354, 2.31629, 3.38691)  0.5571
H (0.11530, 2.79939, 1.88551)  -0.1197
H (1.42643, 3.84112, 2.44603)  0.3401
H (-0.12281, 3.76870, 3.24456)  0.3920
H (4.36681, -0.85590, 4.19532)  0.3035
H (4.75267, 0.77518, 3.73158)  0.2700
C (-0.56547, 0.75185, -3.71885)  -0.6066
C (-1.99254, 0.32959, -3.94775)  1.2119
C (-2.44350, -0.25218, -5.30123)  -1.0318
O (-2.25479, 0.67221, -6.40119)  -0.3704
C (-3.46850, 1.40569, -6.75432)  -0.7096
N (-2.29749, -0.55576, -2.86065)  -0.1434
H (-0.40369, 1.33999, -2.81552)  -0.2730
H (-0.32188, 1.40287, -4.55846)  0.6512
H (0.18221, -0.03919, -3.66119)  -0.0697
H (-2.64681, 1.19007, -3.80773)  -0.2983
H (-3.47180, -0.61126, -5.34302)  0.5353
H (-1.81732, -1.13087, -5.45584)  0.1901
H (-3.40841, 2.04655, -7.63397)  0.3099
H (-3.74731, 2.07752, -5.94252)  0.2379
H (-4.34717, 0.76403, -6.81995)  0.3257
H (-2.01083, -1.51406, -3.00061)  0.1745
H (-1.77119, -0.35014, -2.02349)  0.0706
C (-0.26765, 5.02839, -2.67998)  -1.7238
C (0.27868, 4.02928, -1.60384)  0.5924
C (1.40510, 4.69167, -0.67958)  -0.3303
O (2.54316, 4.99128, -1.49267)  -0.3926
C (3.54403, 5.60660, -0.70625)  -0.7745
N (-0.83807, 3.53027, -0.82224)  -0.2163
H (-0.58243, 5.96276, -2.21526)  0.3801
H (-1.19286, 4.63576, -3.10179)  0.4299
H (0.43610, 5.18323, -3.49783)  0.3683
H (0.69879, 3.21838, -2.19887)  -0.1254
H (1.76451, 4.02760, 0.10651)  0.0395
H (1.05725, 5.60788, -0.20245)  0.5528
H (3.70117, 5.15728, 0.27432)  0.2713
H (3.24730, 6.63611, -0.50582)  0.3511
H (4.47998, 5.67595, -1.26059)  0.2993
H (-1.12424, 4.14470, -0.07346)  0.2668
H (-0.61373, 2.63382, -0.41464)  -0.1631
C (-4.85131, -3.89407, 4.65881)  -1.4277
C (-4.27237, -2.44785, 4.82126)  0.4849
C (-2.92752, -2.30195, 4.03704)  -0.4830
O (-1.81945, -2.97263, 4.57527)  -0.4468
C (-0.62875, -2.50678, 3.88834)  -0.5753
N (-5.19584, -1.45293, 4.50249)  -0.6985
H (-4.92566, -4.30115, 3.65042)  0.3455
H (-5.86482, -4.02610, 5.03759)  0.4075
H (-4.27193, -4.63888, 5.20440)  0.3799
H (-3.98859, -2.31893, 5.86574)  0.3364
H (-2.67934, -1.24129, 4.07595)  0.0842
H (-3.18103, -2.66858, 3.04235)  0.2587
H (-0.60181, -1.41999, 3.96744)  0.2082
H (-0.79075, -2.67033, 2.82293)  0.2413
H (0.24042, -2.98903, 4.33565)  0.3644
H (-6.03517, -1.58294, 5.04903)  0.2727
H (-5.53172, -1.64663, 3.56988)  0.2174
C (0.14226, -3.20965, -4.02344)  -0.9967
C (-0.50862, -4.11674, -2.96460)  0.1896
C (-0.00168, -3.98842, -1.50504)  -0.1027
O (1.10509, -4.81032, -1.33667)  -0.3946
C (2.04880, -4.52430, -0.26687)  -0.3910
N (-1.87822, -3.60335, -3.01669)  -0.6668
H (1.22594, -3.15010, -3.92242)  0.4346
H (-0.11910, -2.15652, -3.92000)  -0.0547
H (-0.07482, -3.58419, -5.02379)  0.3679
H (-0.48643, -5.17571, -3.22186)  0.5090
H (-0.82122, -4.36866, -0.89523)  0.3568
H (0.19426, -2.93168, -1.32332)  -0.2037
H (1.61230, -4.61930, 0.72738)  0.3065
H (2.51914, -3.54117, -0.28530)  -0.0782
H (2.86348, -5.24813, -0.28833)  0.3373
H (-2.33837, -3.83291, -3.88597)  0.2529
H (-2.59731, -3.97526, -2.41279)  0.1814

Computed properties:
Multiplicity ... 1
Electronic energy ... -57826.4097 eV
ΔE to the lowest compared entry with this formula, charge and spin ... 4.7439 eV
Charge ... +3

---

2.
The following is a DFT calculation (ωB97M-V with the def2-TZVPD basis set) of a 10-piece molecular cluster, C25H75N15O10 overall in a non-equilibrium geometry.

Last column: Mulliken charge in e.
Atoms and positions in Å:
C (-6.86144, 8.26385, 6.06077)  -0.7500
O (-7.19268, 8.92569, 4.87266)  -0.4180
C (-7.35365, 8.07006, 3.77153)  -0.2461
C (-8.30870, 8.66805, 2.75560)  0.1973
C (-9.65601, 8.96635, 3.40196)  -1.5518
N (-8.41222, 7.74075, 1.60979)  0.3233
H (-7.63266, 7.52660, 6.32294)  0.3366
H (-6.78429, 9.01108, 6.84523)  0.2973
H (-5.91644, 7.70953, 5.97489)  0.2469
H (-6.39076, 7.84864, 3.29087)  -0.0348
H (-7.79963, 7.12301, 4.11499)  0.4506
H (-7.87924, 9.59302, 2.35404)  0.4874
H (-10.42343, 9.15708, 2.64892)  0.3454
H (-9.62103, 9.76076, 4.14610)  0.3912
H (-10.00721, 8.07576, 3.93951)  0.3448
H (-8.93371, 8.28722, 0.92939)  -0.1215
H (-9.04991, 6.99578, 1.91136)  -0.0988
C (-8.85750, 3.78748, -4.40906)  -0.4797
O (-8.94810, 3.31599, -5.75096)  -0.4134
C (-7.84245, 2.54049, -6.18494)  0.0088
C (-8.19903, 1.77470, -7.43989)  0.2999
C (-8.89418, 2.67373, -8.45523)  -1.4322
N (-9.09018, 0.60354, -7.19792)  -0.7631
H (-8.10374, 3.25269, -3.81953)  0.2612
H (-9.83626, 3.55988, -3.98476)  0.2853
H (-8.60151, 4.84613, -4.40636)  0.1825
H (-7.02281, 3.21231, -6.49438)  -0.4233
H (-7.42953, 2.00253, -5.32531)  0.4328
H (-7.26602, 1.43473, -7.89276)  0.3223
H (-9.80658, 3.06962, -8.01295)  0.3354
H (-9.05266, 2.14283, -9.39077)  0.3829
H (-8.26868, 3.53568, -8.71220)  0.3194
H (-8.79401, 0.24912, -6.28909)  0.2991
H (-10.01506, 0.98099, -7.00187)  0.3068
C (-10.13786, 10.08818, -0.54283)  -0.8923
O (-10.43667, 8.71458, -0.52408)  -0.1537
C (-11.53120, 8.34673, -1.34085)  -1.1158
C (-11.59659, 6.85056, -1.56830)  0.7164
C (-10.27951, 6.35674, -2.16551)  -0.7017
N (-12.66858, 6.56941, -2.55708)  -0.7751
H (-9.80056, 10.42614, -1.53231)  0.3647
H (-9.25623, 10.23449, 0.08215)  0.2251
H (-11.01030, 10.65992, -0.21756)  0.3308
H (-12.44945, 8.74174, -0.87591)  0.3809
H (-11.44601, 8.88372, -2.29812)  0.3986
H (-11.88400, 6.32105, -0.66169)  0.1274
H (-9.47562, 6.55506, -1.46113)  -0.2734
H (-10.15024, 6.87396, -3.11574)  0.5121
H (-10.34206, 5.28075, -2.31869)  0.1271
H (-12.40836, 7.01643, -3.43025)  0.2834
H (-13.53692, 6.98677, -2.23781)  0.2798
C (-4.99640, 5.28003, -5.30264)  0.1691
O (-3.86305, 4.44637, -5.40182)  -0.4245
C (-4.01060, 3.38827, -6.36306)  -0.9942
C (-3.85502, 2.03530, -5.69058)  0.6111
C (-2.45544, 1.43780, -5.88705)  -1.6553
N (-4.87239, 1.08320, -6.22602)  -0.3781
H (-4.89326, 6.08310, -6.03927)  0.3436
H (-5.13760, 5.72866, -4.31474)  -0.3644
H (-5.98511, 4.82711, -5.43608)  -0.0310
H (-4.85490, 3.61748, -7.01304)  0.5225
H (-3.19871, 3.51842, -7.10186)  0.3575
H (-4.05366, 2.15290, -4.62455)  0.0544
H (-2.40752, 0.44046, -5.45389)  0.4066
H (-1.66955, 2.03857, -5.42414)  0.3825
H (-2.29967, 1.36129, -6.96620)  0.4350
H (-4.46373, 0.65073, -7.05234)  0.2503
H (-5.00911, 0.28224, -5.61678)  0.2652
C (-3.04451, 10.36407, 2.06831)  -0.5679
O (-3.50862, 10.53076, 0.74857)  -0.4098
C (-3.52822, 9.32634, 0.02913)  0.5218
C (-4.20882, 9.56090, -1.31909)  0.4909
C (-4.09294, 8.33098, -2.18849)  -1.0207
N (-3.74113, 10.76844, -2.01230)  -0.6646
H (-3.09497, 11.32243, 2.57865)  0.2710
H (-2.01580, 9.98738, 2.04968)  0.3228
H (-3.69143, 9.67141, 2.62398)  0.0876
H (-2.50321, 8.98736, -0.18939)  0.3705
H (-4.11315, 8.57137, 0.56208)  -0.7430
H (-5.27166, 9.71837, -1.09091)  0.1144
H (-4.76837, 8.35661, -3.04112)  0.4179
H (-4.35461, 7.41074, -1.64809)  -0.2418
H (-3.06530, 8.10824, -2.49645)  0.4934
H (-3.24779, 11.35503, -1.34734)  0.2846
H (-3.06348, 10.48226, -2.71204)  0.3001
N (-4.24971, 6.33072, 2.06564)  0.0582
C (-4.99705, 5.41033, 2.73941)  -0.0263
N (-4.51380, 4.97164, 3.93035)  -0.4010
O (-5.97978, 4.89494, 2.19597)  -0.6857
H (-3.45103, 6.71364, 2.54002)  0.2629
H (-4.76496, 6.80804, 1.34469)  -0.1283
H (-5.11722, 4.40271, 4.49501)  0.2764
H (-3.67807, 5.37639, 4.31181)  0.1595
N (-5.91839, 2.12260, 1.10446)  -0.1910
C (-4.66889, 1.76734, 0.65598)  0.4318
N (-3.71680, 2.75785, 0.74718)  -0.1929
O (-4.43051, 0.70290, 0.11817)  -0.6701
H (-6.05620, 2.93271, 1.68688)  0.1706
H (-6.64283, 1.45275, 0.92622)  0.1582
H (-3.86636, 3.63185, 1.21536)  0.2269
H (-2.83256, 2.40985, 0.42126)  0.1947
N (-7.00040, 6.06295, -0.38366)  1.8598
C (-6.58028, 5.52691, -1.55625)  -0.0364
N (-5.91365, 4.33339, -1.41975)  0.2476
O (-6.83750, 5.97220, -2.67129)  -0.6125
H (-7.49106, 6.93854, -0.33874)  -0.2181
H (-6.76374, 5.58226, 0.47066)  -1.0204
H (-5.57230, 3.89883, -2.25629)  -0.0635
H (-5.83397, 3.84590, -0.54317)  0.2220
N (-8.81077, 3.91440, 1.14190)  -0.0515
C (-10.00890, 4.47672, 1.48018)  0.5090
N (-11.09178, 4.02657, 0.77555)  -0.3392
O (-10.07163, 5.32896, 2.35250)  -0.7866
H (-8.69629, 3.30016, 0.35817)  0.1626
H (-8.03537, 4.27240, 1.67467)  0.0594
H (-12.00263, 4.32145, 1.07310)  0.2518
H (-11.01504, 3.31773, 0.07053)  0.1435
N (-2.73532, 5.00848, -2.53024)  0.1244
C (-1.45388, 5.22014, -2.95396)  0.5091
N (-1.27722, 4.96495, -4.28356)  -0.2875
O (-0.55413, 5.59925, -2.21664)  -0.7259
H (-3.45727, 4.71152, -3.16294)  0.0056
H (-2.97810, 5.12553, -1.56545)  -0.0039
H (-0.36016, 5.08639, -4.66939)  0.1713
H (-2.01424, 4.58492, -4.86397)  0.2993

Computed properties:
Multiplicity ... 1
Electronic energy ... -69971.0955 eV
ΔE to the lowest compared entry with this formula, charge and spin ... 0.6922 eV
Structure (SMILES) ... COC[C@H](C)N.COC[C@H](C)N.COC[C@H](C)N.COC[C@H](C)N.COC[C@H](C)N.NC(N)=O.NC(N)=O.NC(N)=O.NC(N)=O.NC(N)=O

---

| no. | HOMO (Ha) |
| --- | --- |
| 1 | -0.553 |
| 2 | -0.333 |